# 1
49
Properties=species:S:1:pos:R:3:forces:R:3 method="wB97M-V/def2-TZVPD" orbital_gap_ev=7.726 e_homo_ha=-0.1965 de_lowest_kcal_mol=0.00 spin_multiplicity=1 total_charge=-1 lumo_ev=2.38
Rh 0.035 -0.027 0.460 0.062 0.139 -0.004
Br -6.350 -1.599 1.564 0.007 0.002 0.000
Cl -1.073 2.833 2.041 -0.009 0.103 -0.087
S 1.433 -4.196 0.185 0.093 0.038 -0.023
O -2.094 3.431 1.234 0.000 -0.029 0.007
O -0.298 3.834 2.715 0.005 0.006 -0.012
O 1.791 0.848 -0.695 0.018 0.018 -0.020
O -0.266 0.735 -1.445 -0.001 -0.048 0.020
O -1.644 1.918 2.992 0.026 -0.093 0.032
O 3.578 2.191 -2.221 0.007 -0.005 0.007
O -0.149 2.090 1.156 0.024 -0.035 0.102
N 0.699 -0.834 2.223 0.066 -0.038 0.021
C 0.582 2.473 -5.080 -0.005 -0.003 0.006
C -4.507 -1.189 1.273 -0.015 -0.003 -0.003
C 0.956 1.084 -1.592 0.013 -0.011 0.009
C 0.745 -0.210 3.401 -0.045 0.024 -0.018
C -2.199 -1.709 1.594 -0.009 0.045 -0.008
C 1.753 -2.741 3.210 0.001 -0.020 -0.007
C -4.167 -0.076 0.526 -0.004 -0.002 0.007
C -2.825 0.209 0.316 0.012 0.021 0.008
C -1.817 -0.592 0.853 -0.048 -0.092 -0.013
C 1.802 -2.087 4.425 -0.016 0.033 -0.018
C 0.346 -2.498 -1.414 0.083 0.036 -0.028
C 0.461 -1.819 -0.166 -0.064 -0.032 -0.032
C 2.841 2.883 -4.381 0.005 0.006 -0.004
C 0.845 -3.764 -1.371 -0.085 -0.039 0.038
C 1.042 -2.624 0.781 -0.065 0.004 0.006
C -3.538 -2.013 1.811 0.004 -0.017 0.004
C 1.289 -0.802 4.527 0.010 -0.021 0.023
C 1.847 2.981 -5.338 0.001 -0.004 0.001
C 1.192 -2.093 2.112 0.003 -0.021 -0.005
C 0.337 1.872 -3.857 0.000 0.009 -0.007
C 2.593 2.275 -3.151 -0.013 -0.007 -0.009
C 1.322 1.757 -2.879 -0.002 0.006 0.009
H 2.141 -3.743 3.091 0.001 0.002 0.004
H -4.937 0.567 0.119 0.002 0.000 -0.003
H 2.236 -2.576 5.289 -0.004 -0.001 0.002
H 2.064 3.459 -6.285 0.002 0.000 0.001
H 3.831 3.283 -4.579 -0.001 0.000 0.000
H 0.888 -4.486 -2.172 -0.014 -0.005 0.005
H -0.204 2.549 -5.819 0.000 0.000 0.001
H 1.298 -0.257 5.459 0.001 -0.002 0.001
H -0.081 -2.053 -2.302 0.003 0.002 0.000
H -1.450 -2.370 2.013 -0.018 -0.008 0.011
H -0.640 1.475 -3.618 0.000 -0.003 0.001
H 4.361 2.629 -2.569 -0.002 0.002 -0.002
H -3.820 -2.883 2.390 0.001 0.002 -0.001
H -2.561 1.087 -0.261 -0.005 -0.001 0.004
H 0.311 0.778 3.433 -0.020 0.041 -0.029


# 2
67
Properties=species:S:1:pos:R:3:forces:R:3 method="wB97M-V/def2-TZVPD" orbital_gap_ev="7.107 / 3.700" e_homo_ha="-0.6066 / -0.6045" spin_multiplicity=6 total_charge=+3 lumo_ev="-9.40 / -12.75" s_squared=8.8263
Se 0.373 -3.119 -0.774 -1.772 -1.726 -1.704
Fe 0.257 -0.894 -0.102 0.328 1.047 -0.049
P -1.583 -0.972 1.046 -2.408 -0.016 2.655
P 1.991 -0.754 1.267 3.123 0.720 2.493
P 0.907 -0.073 -2.037 1.455 1.431 -2.134
O 1.127 2.646 1.507 0.148 -0.426 -0.076
N 0.040 4.642 1.410 0.331 -0.641 -0.104
N 2.005 4.488 2.611 -0.636 -0.991 -0.222
C -3.291 -1.269 0.483 -0.027 0.059 -0.615
C 2.976 -2.286 1.568 -0.515 -0.284 -0.436
C -5.278 -2.338 -4.984 -0.198 -0.727 -0.497
C -1.092 -3.738 -1.845 0.713 -0.562 0.648
C -1.289 -5.140 -1.885 -0.604 -0.625 -0.346
C -1.998 -2.867 -2.468 -0.991 -0.147 -0.344
C 0.066 -0.104 -3.655 -0.479 -0.205 0.101
C -1.695 0.550 2.046 0.071 0.247 -0.204
C -5.245 -3.614 -5.432 -0.481 0.591 -0.368
C -3.151 -3.413 -3.031 0.944 0.992 0.339
C 2.513 -0.850 -2.468 -0.079 -0.278 0.075
C 1.070 3.835 1.828 -0.324 1.672 0.311
C 1.258 1.682 -1.751 -0.056 0.476 0.013
C -1.366 -2.321 2.273 0.125 -0.169 -0.128
C -3.384 -4.792 -3.052 0.366 -0.371 -0.018
C -2.427 -5.669 -2.504 0.232 0.215 0.171
C 1.613 -0.168 2.965 -0.537 0.025 0.061
C 3.268 0.480 0.799 -0.172 0.232 -0.507
H -3.938 -1.486 1.346 0.320 0.133 -0.187
H -2.567 -6.754 -2.557 0.058 0.477 0.098
H -4.566 -1.584 -5.368 -0.202 -0.571 0.477
H -0.332 -1.102 -3.874 0.136 0.205 -0.079
H -4.295 -5.138 -3.554 0.385 -0.064 0.295
H -3.670 -0.377 -0.034 0.050 -0.193 0.107
H 0.784 0.164 -4.442 -0.129 0.000 0.297
H 3.290 -0.647 -1.727 -0.215 -0.064 -0.246
H 3.601 0.363 -0.238 -0.067 0.089 0.393
H -3.862 -2.749 -3.521 0.193 -0.265 0.263
H -0.819 0.648 2.703 -0.407 -0.017 -0.222
H -1.852 -1.783 -2.528 -0.050 -0.411 0.125
H -2.313 -2.466 2.808 0.259 0.013 -0.085
H -0.574 -5.814 -1.419 -0.076 0.123 -0.112
H 2.828 1.483 0.940 0.186 -0.399 -0.042
H 2.824 -0.447 -3.441 0.000 -0.140 0.237
H 4.155 0.359 1.433 -0.322 -0.092 0.074
H 0.090 5.648 1.509 -0.076 -0.277 -0.119
H 2.647 3.877 3.111 -0.242 0.432 -0.142
H 2.389 -1.940 -2.541 0.104 0.285 -0.192
H -2.621 0.546 2.638 0.266 0.000 -0.123
H -3.330 -2.114 -0.216 -0.032 0.154 0.221
H 1.422 0.916 2.924 0.073 -0.344 -0.067
H -4.427 -3.990 -6.068 -0.509 0.448 0.127
H -0.582 4.250 0.709 0.251 0.379 0.356
H 3.799 -2.078 2.274 -0.425 0.067 -0.310
H -1.091 -3.249 1.755 -0.238 0.112 0.200
H -1.691 1.414 1.364 -0.100 -0.169 0.296
H -0.627 -1.637 -1.172 0.468 -0.728 -0.108
H 2.316 1.831 -1.498 -0.321 -0.010 -0.161
H 1.004 2.246 -2.661 0.192 -0.070 0.335
H 3.395 -2.650 0.615 -0.060 0.063 0.355
H -6.031 -1.981 -4.261 0.156 -0.195 -0.748
H -0.576 -2.102 2.998 -0.202 -0.006 -0.151
H -0.756 0.622 -3.659 0.126 -0.183 -0.017
H 2.461 -0.372 3.631 -0.040 0.005 -0.324
H -6.093 -4.323 -5.324 0.725 0.545 0.467
H 2.316 -3.061 1.990 0.325 0.173 -0.082
H 0.736 -0.674 3.383 0.307 0.129 -0.014
H 0.666 2.061 -0.903 0.188 -0.018 -0.255
H 1.659 5.295 3.118 0.390 -0.156 -0.047


no.,calculated total energy (eV)
1,-135284.7180
2,-151929.7387